Record 1
{"formula": "C5H8N2", "method": "the ωB97M-V functional and the def2-TZVPD basis", "symbols": ["C", "C", "C", "C", "N", "C", "N", "H", "H", "H", "H", "H", "H", "H", "H"], "xyz": [[-0.62292, 1.15429, 0.03023], [-0.21483, -0.32134, -0.15721], [1.27793, -0.22258, -0.44141], [1.57581, 1.09289, 0.18222], [2.01254, 2.03646, 0.71367], [-0.80760, -1.45393, 0.59723], [-0.97267, -1.36269, -0.85560], [-0.89435, 1.58099, -0.94637], [-1.41116, 1.29025, 0.75872], [0.40709, 1.92528, 0.54190], [1.48268, -0.18020, -1.51859], [1.92312, -0.98654, 0.00996], [-1.66243, -1.23744, 1.23656], [-0.18716, -2.28188, 0.93888], [-1.90607, -1.03355, -1.09018]], "forces_ev_per_angstrom": [[-0.246, 1.143, 0.710], [0.181, 0.772, 0.529], [0.142, 0.292, 0.123], [3.951, 0.161, 0.427], [1.204, -0.979, -0.491], [0.114, 0.094, 0.307], [0.026, 0.497, -0.117], [-0.049, 0.056, 0.301], [-0.559, -0.076, -0.101], [-4.652, -2.311, -1.611], [-0.055, 0.055, 0.204], [-0.236, 0.106, -0.091], [0.129, -0.006, -0.140], [-0.070, 0.174, -0.088], [0.119, 0.021, 0.038]], "mulliken_charge": [-1.258, 0.687, -0.370, 0.250, -0.511, -0.614, -0.656, 0.333, 0.421, 0.375, 0.246, 0.313, 0.269, 0.242, 0.273], "total_charge": 0, "e_tot_ev": -8290.731, "de_lowest_kj_mol": 411.6, "homo_lumo_gap_ev": 10.05}



Record 2
{"formula": "C5H14N2O", "method": "the ωB97M-V functional and the def2-TZVPD basis", "symbols": ["C", "C", "N", "O", "H", "H", "H", "H", "H", "H", "H", "C", "N", "C", "C", "H", "H", "H", "H", "H", "H", "H"], "xyz": [[-1.17519, -0.48611, 0.52014], [-1.54494, 0.06353, 1.89138], [-1.16824, -1.91343, 0.41831], [-1.63366, 0.14243, -0.52315], [-0.59730, 0.59588, -1.14618], [0.15216, -0.14452, 0.43925], [-1.34265, -2.40931, 1.27997], [-1.73500, -2.23851, -0.35229], [-2.59940, -0.13799, 2.09881], [-1.38627, 1.14143, 1.90705], [-0.94116, -0.39302, 2.67826], [1.94996, -1.02032, -0.53369], [0.62951, 2.44774, -1.34068], [0.65548, 1.00262, -1.35884], [1.24681, 0.29120, -0.27071], [-0.26870, 2.80229, -1.64824], [0.79601, 2.82190, -0.41390], [0.88428, 0.61203, -2.35109], [1.69770, 0.89632, 0.51736], [2.08431, -1.59528, 0.38336], [1.36409, -1.63767, -1.21596], [2.93221, -0.84121, -0.97914]], "forces_ev_per_angstrom": [[-1.024, 0.042, -0.689], [0.305, 0.052, -0.044], [0.242, 0.276, 0.012], [0.236, -0.414, 0.825], [0.913, 0.139, -0.334], [0.743, 0.292, -0.203], [-0.031, 0.052, -0.084], [0.035, 0.039, 0.085], [0.059, -0.017, -0.092], [-0.004, -0.046, -0.009], [-0.014, 0.007, -0.005], [-0.015, 0.016, 0.015], [0.093, 0.269, 0.097], [-0.970, -0.317, 0.002], [-0.631, -0.286, 0.380], [0.074, -0.026, 0.033], [-0.003, -0.068, -0.034], [0.047, -0.074, 0.068], [-0.043, -0.010, 0.015], [0.018, 0.048, -0.019], [0.022, 0.039, -0.032], [-0.052, -0.014, 0.012]], "mulliken_charge": [0.988, -1.370, -0.511, -0.696, 0.305, -0.362, 0.222, 0.239, 0.357, 0.342, 0.361, -1.382, -0.641, -0.161, 0.003, 0.266, 0.219, 0.353, 0.396, 0.364, 0.325, 0.382], "total_charge": 0, "e_tot_ev": -10437.359, "de_lowest_kj_mol": 354.0, "homo_lumo_gap_ev": 8.54}